# CH3InNO2

CH3InNO2 as an isolated structure (ωB97M-V/def2-TZVPD, the OMol25 dataset).

Properties
- ΔE to the lowest compared entry with this formula, charge and spin (kcal per mole) = 37.5
- E_HOMO (eV) = -27.456
- HOMO-LUMO gap (eV) = 5.15
- charge = +3
- maximum force (eV/Å) = 12.51
- LUMO level (eV) = -22.3

Last column: Mulliken charge in e.
Atoms and positions in Å:
1 In -19.4072 5.3091 19.1726  1.832
2 C -18.1710 4.2123 15.5465  -0.610
3 N -18.4593 4.1322 17.0186  0.920
4 O -19.3861 4.7468 17.4569  -0.049
5 O -17.7673 3.3430 17.6881  -0.196
6 H -19.1529 4.3365 15.0897  0.376
7 H -17.9711 3.2351 15.1068  0.356
8 H -17.5724 5.0431 15.1729  0.370

# C11H14N2O

A 2-piece molecular cluster, C11H14N2O overall (ωB97M-V/def2-TZVPD, the OMol25 dataset).

Properties
- ΔE to the lowest compared entry with this formula, charge and spin (kcal per mole) = 55.1
- multiplicity = 2
- E_HOMO (spin up / spin down) (eV) = -12.280 / -12.278
- HOMO-LUMO gap (spin up / spin down) (eV) = 8.25 / 4.84
- charge = +1
- maximum force (eV/Å) = 7.07
- LUMO level (spin up / spin down) (eV) = -4.0 / -7.4

Last column: Löwdin spin population.
Atoms and positions in Å:
1 C -0.6121 3.5592 0.1540  0.031
2 C 1.3865 0.4002 -0.6193  0.074
3 C 0.6618 1.1518 0.3840  0.023
4 C 0.0237 2.2657 -0.3496  0.224
5 C 0.1447 1.9259 -1.6972  0.251
6 C 2.2447 -0.6916 -0.3561  0.019
7 C 2.5139 -0.9580 0.9834  0.137
8 C 1.0037 0.7594 1.6868  0.090
9 C 1.9477 -0.1475 2.0031  -0.008
10 N 1.1239 0.9319 -1.9779  0.117
11 H 1.3725 0.5191 -2.8306  0.002
12 H 2.7639 -1.3867 -1.1411  0.000
13 H -0.3926 2.4715 -2.4522  0.009
14 H 3.1318 -1.6925 1.1132  0.010
15 H 0.5273 1.3373 2.5694  0.002
16 H 0.0394 4.3029 -0.2292  0.010
17 H -0.4445 3.7541 1.2208  0.000
18 H 2.1861 -0.1863 3.1139  -0.002
19 H -1.6917 3.6181 -0.0290  0.009
20 C -1.8132 -1.1350 0.8658  0.001
21 C -2.4072 -2.1936 0.0039  0.000
22 O -3.0797 -3.1275 0.3895  0.000
23 N -1.8854 -2.3022 -1.2838  0.000
24 H -2.1426 -3.0999 -1.8669  0.000
25 H -1.0292 -1.8349 -1.6203  0.000
26 H -0.7055 -1.1962 0.9924  0.001
27 H -2.1343 -1.4840 1.9088  0.000
28 H -2.0781 -0.1299 0.6145  0.000